1.
DFT (ωB97M-V with the def2-TZVPD basis set) results for a 3-piece molecular cluster, C4H16N2O2 overall at a distorted geometry.

ORCA input file:
```
! wB97M-V def2-TZVPD RIJCOSX def2/J DEFGRID3
* xyz 0 1
C -2.21 1.06 2.02
C -0.94 1.13 1.33
C -0.17 -0.14 1.59
N -0.97 1.04 -0.18
C -1.52 2.36 -0.66
N -0.45 3.10 -1.32
H -2.11 1.16 3.03
H -2.87 0.25 1.80
H -2.98 1.77 1.46
H -0.43 2.03 1.79
H 0.43 -0.31 2.37
H 0.32 -0.25 0.60
H -0.85 -1.00 1.70
H -1.57 0.30 -0.36
H -1.99 2.94 0.07
H -2.29 2.04 -1.42
H 0.40 3.23 -0.79
H -0.08 2.81 -2.17
H 3.39 -6.46 1.42
H 2.06 -5.53 1.24
O 3.07 -5.59 1.12
H 4.14 -2.53 -4.39
H 3.45 -1.69 -5.38
O 4.15 -1.73 -4.86
*
```

Properties
relative energy (zero: lowest compared OMol25 entry of this formula, charge and spin) = 69.2 kcal per mole
SMILES = CC(C)NCN.O.O
maximum force = 6.686 eV/Å
HOMO level = -8.963 eV
E = -11479.970 eV
lowest unoccupied orbital energy = 0.787 eV

Atomic partial charges in e from the natural (NBO) method, atoms 1 to 6:
1. C -0.61
2. C -0.08
3. C -0.63
4. N -0.63
5. C -0.06
6. N -0.85


2.
DFT (ωB97M-V with the def2-TZVPD basis set) results for a 5-piece molecular cluster, C16H30INO17S4 overall at a distorted geometry.

ORCA input file:
```
! wB97M-V def2-TZVPD RIJCOSX def2/J DEFGRID3
* xyz 0 1
C 0.23 -0.67 -1.51
C 0.88 0.09 -0.36
C -0.05 1.01 0.48
C -1.51 0.98 0.05
C 0.06 0.67 1.97
C 1.43 0.95 2.56
O 2.04 2.01 2.46
N 1.89 -0.19 3.24
C 1.02 -1.32 2.92
C -0.32 -0.73 2.39
I -1.71 -0.71 4.04
H -0.24 -1.59 -1.19
H 1.01 -0.97 -2.21
H -0.47 -0.06 -2.08
H 1.73 0.65 -0.73
H 1.30 -0.67 0.31
H 0.30 2.03 0.37
H -1.63 1.49 -0.90
H -2.13 1.54 0.75
H -1.92 -0.02 -0.05
H -0.64 1.36 2.46
H 1.97 -0.01 4.23
H 1.52 -1.93 2.18
H 0.88 -1.95 3.80
H -0.68 -1.37 1.60
C 6.02 2.26 -1.58
C 4.77 1.91 -0.80
O 3.81 1.57 -1.81
S 4.55 0.87 -3.05
O 4.46 -0.53 -2.92
O 4.16 1.54 -4.23
O 6.04 1.31 -2.65
H 5.96 3.27 -2.00
H 6.93 2.16 -0.99
H 4.39 2.74 -0.21
H 4.92 1.05 -0.15
C 1.32 5.48 -1.85
C 0.46 6.40 -1.02
O -0.85 6.27 -1.60
S -1.05 4.77 -2.14
O -1.73 4.01 -1.16
O -1.50 4.83 -3.48
O 0.49 4.34 -2.10
H 1.59 5.93 -2.81
H 2.22 5.16 -1.33
H 0.77 7.44 -1.07
H 0.41 6.08 0.02
C -6.38 -2.02 2.60
C -7.14 -1.91 1.30
O -6.43 -0.91 0.56
S -4.87 -0.99 0.90
O -4.21 -1.76 -0.10
O -4.42 0.30 1.26
O -5.00 -1.90 2.21
H -6.62 -1.20 3.28
H -6.53 -2.97 3.11
H -8.17 -1.60 1.44
H -7.12 -2.85 0.74
C 0.72 -6.15 -1.40
C 0.14 -6.65 -0.09
O 0.34 -5.56 0.81
S 0.19 -4.17 0.02
O -1.13 -3.67 0.19
O 1.32 -3.38 0.32
O 0.32 -4.78 -1.45
H 1.81 -6.20 -1.41
H 0.32 -6.67 -2.26
H 0.66 -7.53 0.29
H -0.92 -6.86 -0.17
*
```

Properties
SMILES = CC[C@@H](C)[C@@H]1C(=O)NC[C@H]1I.O=S1(=O)OCCO1.O=S1(=O)OCCO1.O=S1(=O)OCCO1.O=S1(=O)OCCO1
maximum force = 1.517 eV/Å
HOMO level = -8.964 eV
E = -104814.340 eV
lowest unoccupied orbital energy = 0.379 eV

Atomic partial charges in e from the natural (NBO) method, atoms 1 to 6:
1. C -0.61
2. C -0.42
3. C -0.19
4. C -0.61
5. C -0.39
6. C 0.71


no.,gap between HOMO and LUMO (eV)
1,9.8
2,9.3